The following is a DFT calculation (the ωB97M-V functional and the def2-TZVPD basis) of a structure of composition C23H21NO7PS4Ti.

Summary:
Frontier orbital gap = 7.638 eV
Lowest unoccupied orbital energy = 2.3 eV
Calculated total energy = -4254.362339 Eh
2S+1 = 1
Net charge = -1
Energy above the lowest of the compared OMol25 structures with the same formula, charge and spin = 0.0000 eV

Geometry as XYZ:
```
58
C23H21NO7PS4Ti, DFT the ωB97M-V functional and the def2-TZVPD basis
H -2.79208 0.61159 -0.57720
C -0.23578 3.90252 1.99724
S 3.11647 -0.94945 0.32482
C 3.87167 1.54079 -2.72594
C -1.01003 4.73616 1.20464
H 0.66351 1.96704 2.19353
H -1.26744 5.73053 1.54787
H -0.78772 -1.83883 -4.36313
C -0.98431 -4.32056 -0.78775
O 2.20137 -2.07801 0.00477
C 3.98376 0.59929 -1.71841
C -3.15723 -0.39723 -2.42974
H -1.49953 2.67643 -1.43141
C 1.64177 0.89518 -1.15064
C -2.67661 0.95349 2.68082
C 2.65242 2.16293 -2.95146
H -2.09533 -0.77413 1.95130
C -1.45888 4.28769 -0.02994
Ti 0.97800 -1.97283 1.82125
N 2.35697 -2.95706 2.77917
H -1.89805 -3.82249 -1.10344
C -2.60548 -1.09456 -3.49356
C -1.13534 3.01264 -0.46941
C -0.42039 -0.75715 -2.55401
C -2.34560 0.12053 -1.42996
C 2.89619 -4.00727 2.95900
H -1.87299 1.01130 3.41749
C -0.29654 -3.51875 0.27554
H 0.11267 4.23778 2.96586
S 0.63927 -0.37420 3.56942
C -0.61818 -1.32568 4.29313
C -1.23096 -1.28055 -3.54760
C 1.55618 1.83958 -2.17141
O 2.57233 -0.39406 1.58558
S -0.83199 -2.72051 3.29695
C -0.36390 2.16532 0.32301
H -2.06529 4.93316 -0.65384
H -0.30965 -4.39104 -1.64294
O -0.52539 -2.27182 0.37533
H -1.18552 -5.32605 -0.42488
H -3.59272 0.62864 3.18336
H 2.55471 2.90174 -3.73708
H -3.24202 -1.50146 -4.26960
O -2.34339 0.09476 1.60022
C -0.96342 -0.03273 -1.49148
H 4.92006 0.10098 -1.51347
H 0.64948 -0.92535 -2.59802
C 0.08024 2.62474 1.56088
P 0.15350 0.46221 -0.12154
H -2.83639 1.94661 2.25766
C 2.87568 0.28250 -0.94017
S -1.44817 -0.95072 5.65306
H 4.73464 1.78888 -3.33054
O 0.52978 -4.02100 1.06663
H -4.23041 -0.26535 -2.36538
H 0.60858 2.32764 -2.35928
O 3.46499 -5.01450 3.17727
O 4.51248 -1.25932 0.31742
```


The following is a DFT calculation (the ωB97M-V functional and the def2-TZVPD basis) of the molecule C23H22BrN3O3 in a non-equilibrium geometry.

Summary:
Frontier orbital gap = 6.423 eV
Lowest unoccupied orbital energy = -0.1 eV
Calculated total energy = -3853.433497 Eh
2S+1 = 1
Energy above the lowest of the compared OMol25 structures with the same formula, charge and spin = 7.4135 eV

Geometry as XYZ:
```
52
C23H22BrN3O3, DFT the ωB97M-V functional and the def2-TZVPD basis
H -6.51863 -2.34179 -0.08343
C 0.42677 0.16890 1.51976
N -1.87258 0.86929 1.67140
C 0.21715 -0.35705 -0.06527
H 0.07031 -0.74723 2.00255
C -3.17833 -1.86119 -0.01151
H -5.27262 -1.24431 -3.30710
H 6.22971 0.83490 -1.39838
Br 6.48361 1.03996 2.05588
C -0.53827 1.25211 1.71912
N -5.16589 -1.25339 -1.17133
H -1.19932 -2.18803 0.90533
C -5.85812 -0.97260 -2.42710
H -3.65408 -2.51663 0.66639
C 3.77324 1.93465 2.02344
C 1.84024 0.45312 2.06942
H -0.27210 2.27450 1.49140
H 4.20559 2.94712 1.92283
H 0.83987 -1.24808 0.08335
C -5.99763 -1.39526 -0.00423
H -6.14384 0.09069 -2.52071
H -6.68728 -0.57131 0.03630
C 2.68485 -0.58869 2.46924
O 0.28325 1.74745 -1.18060
H 4.72766 -1.23700 2.74659
C -1.65916 -0.25740 -1.68549
C 4.05966 -0.42493 2.49558
H 2.26221 -1.55587 2.65712
C -3.81880 -1.23023 -1.10266
C -1.80757 -1.60489 0.25191
H -3.39741 -0.03948 -2.93848
C 3.16957 -0.51598 -0.86222
H 5.15820 -1.28133 -0.69481
C -3.00942 -0.48684 -2.00283
H 1.72595 2.63532 1.88996
N -1.10192 -0.73344 -0.52868
C 5.14930 0.76964 -1.32581
H -6.78079 -1.57793 -2.41207
H 4.80319 2.78123 -2.08893
H -5.37521 -1.36960 0.89286
C 0.86083 0.70114 -0.89096
H -1.01177 0.30872 -2.35801
C 4.61189 0.81280 2.16772
O -2.11970 -0.30871 2.11302
H 2.32311 2.60088 -1.94256
C 2.37015 1.75503 2.02058
C 2.36186 0.59719 -1.11659
C 4.35325 1.86266 -1.68433
O -2.74617 1.57746 1.11796
C 2.96632 1.77825 -1.58928
C 4.54794 -0.41684 -0.92506
H 2.68092 -1.46702 -0.67128
```


The following is a DFT calculation (the ωB97M-V functional and the def2-TZVPD basis) of the molecule C23H22BrN5O4 in a non-equilibrium geometry.

Summary:
SMILES = COc1ccc(/C=N/n2c(=O)[nH]c3c([nH]c4ccc(Br)cc43)c2=O)cc1CN1CCOCC1
Frontier orbital gap = 7.976 eV
Lowest unoccupied orbital energy = -0.1 eV
Calculated total energy = -4038.411392 Eh
2S+1 = 1

Geometry as XYZ:
```
55
C23H22BrN5O4, DFT the ωB97M-V functional and the def2-TZVPD basis
H 5.07545 -0.48062 -1.74266
C -8.36699 1.47115 1.33620
C -3.48116 1.48033 0.55017
C -7.85425 -0.73796 -0.37783
O -2.96656 2.39556 1.15128
C -5.40416 0.08722 -0.16192
H 4.74277 3.80335 -1.56096
C 3.26404 0.12178 -0.80757
N -4.57303 -0.71580 -0.89210
C 4.50477 -3.10663 1.25115
H 2.70026 3.46139 -0.48071
C 4.40035 -0.85218 -0.96787
H 1.73921 -1.36184 -0.76282
C 6.49709 -1.47533 0.13737
C 0.90612 0.59824 -0.51659
H 4.97944 -1.28323 2.29065
H -7.67834 -1.58020 -1.02854
C 3.54715 1.49835 -0.73419
H 6.28859 3.22810 -0.88939
C -6.80808 0.07674 0.05743
N -1.40630 0.94772 -0.31042
C 1.95747 -0.30461 -0.69750
C -0.45232 0.11408 -0.41026
C 6.48933 -3.00633 0.03288
O -2.51620 -1.22758 -1.63835
H 6.98686 -1.03832 -0.73408
H -5.76309 2.62482 1.77052
H -0.58205 -0.96726 -0.42679
O 5.82932 -3.58590 1.13976
C -9.38690 0.65845 0.89859
C -4.88368 1.15359 0.54390
H 4.93985 3.61535 0.20553
O 4.84722 1.84528 -0.87439
Br -10.58559 -1.50907 -0.51245
H 5.99646 -3.31906 -0.90152
H 0.39102 2.65225 -0.28441
H -8.56665 2.30807 1.98657
C 5.20624 3.20194 -0.77193
C -3.21468 -0.51221 -0.95634
H 3.44132 -1.22091 1.40393
H -10.40374 0.85070 1.20303
H 7.05611 -1.18994 1.03466
H 7.50583 -3.40314 0.04689
N 5.16402 -0.91852 0.26998
H 4.09056 -3.57016 2.14797
C 1.20196 1.95859 -0.43679
C -9.12163 -0.42649 0.05466
N -5.89891 1.81181 1.19361
C 4.47229 -1.57580 1.36565
H 3.91795 -3.43560 0.37889
C -7.07096 1.18293 0.91629
H 3.99961 -1.82586 -1.29128
H -4.93163 -1.49045 -1.43234
C 2.50278 2.40304 -0.54472
N -2.72451 0.57016 -0.22083
```


The following is a DFT calculation (the ωB97M-V functional and the def2-TZVPD basis) of the molecule C23H22Cl2N2O in a non-equilibrium geometry.

Summary:
SMILES = O=c1c(-c2ccc(Cl)c(Cl)c2)cccn1[C@@H](CN1CCCC1)c1ccccc1
Frontier orbital gap = 8.038 eV
Lowest unoccupied orbital energy = 0.0 eV
Calculated total energy = -1994.692377 Eh
2S+1 = 1
Energy above the lowest of the compared OMol25 structures with the same formula, charge and spin = 1.6577 eV

Geometry as XYZ:
```
50
C23H22Cl2N2O, DFT the ωB97M-V functional and the def2-TZVPD basis
C -0.75127 -0.28893 -0.35797
C 1.29360 -3.38426 -1.07051
C -3.36559 -3.14984 -1.99319
C 1.70100 3.30087 -0.03073
H 2.39445 -3.86067 -2.89356
H -4.24390 -1.48001 -2.86411
C 1.30298 -1.99997 -3.05548
H -0.89475 -0.60951 0.68241
H -2.33650 -2.21847 0.35187
C 0.38003 -1.14044 -2.47299
H 1.55226 -4.24956 -0.45492
H -4.00943 -3.76542 -2.62518
H -2.36354 -3.54037 -1.80962
C 1.49988 2.51360 1.13479
H -3.89637 -1.21693 0.68909
C -2.09246 0.01874 -1.00769
C 0.07593 -1.32070 -1.11619
C 3.25156 2.05026 4.49698
C -3.28697 -1.74844 -2.47034
N -3.07670 -1.02626 -1.18897
C 3.50848 3.38796 4.87725
O 0.51536 0.51565 1.95336
H 0.02721 -0.42227 -3.10855
H -2.54400 0.87471 -0.38990
N 0.13405 0.94070 -0.22929
C 2.56177 4.15815 2.85113
C -4.01224 -3.08185 -0.56970
C 0.66952 1.27832 0.99854
H 3.51790 1.17577 5.13138
C 0.50066 -2.44603 -0.54349
H -0.01308 1.49913 -2.36333
H -3.70826 -3.93117 0.03141
C 3.09994 4.46911 4.08689
H 1.57940 -1.85506 -4.08305
Cl 3.25715 6.18803 4.63107
C 2.73938 1.75080 3.21610
H 2.42609 4.09506 -0.05330
C 0.93278 2.96743 -1.28783
H 2.15587 4.96649 2.26886
H -5.01364 -3.05632 -0.48052
C 0.30298 1.74172 -1.35994
H -2.48627 -1.62664 -3.29715
Cl 3.93305 3.52206 6.50124
H -1.90196 0.47199 -1.92564
C 1.77999 -3.09625 -2.35817
H 0.94596 3.62995 -2.10969
H 0.25610 -2.61234 0.48758
C -3.31006 -1.84916 0.01997
C 2.27902 2.79045 2.39143
H 2.73265 0.66993 2.76968
```


The following is a DFT calculation (the ωB97M-V functional and the def2-TZVPD basis) of a structure of composition C23H22ClMnN3O7Si.

Summary:
Frontier orbital gap (spin up / spin down) = 6.552 / 6.591 eV
Lowest unoccupied orbital energy (spin up / spin down) = 4.2 / 4.2 eV
Calculated total energy = -3481.633047 Eh
2S+1 = 6
Net charge = -2
Energy above the lowest of the compared OMol25 structures with the same formula, charge and spin = 0.1362 eV

Geometry as XYZ:
```
58
C23H22ClMnN3O7Si, DFT the ωB97M-V functional and the def2-TZVPD basis
C -4.76345 -0.56947 1.02612
C -2.08145 0.67635 -2.10595
O 1.41211 -1.17028 -6.59785
C -3.00580 0.20966 -0.96917
H 3.08415 -2.01987 4.54674
N 1.72093 -0.85597 -2.51230
C 2.87787 1.26268 -2.51836
H 1.21116 1.24330 4.00824
C -4.36390 0.48817 -1.07179
H 1.69629 -0.33453 -6.97904
C 0.57639 3.12085 3.17823
Si 1.34195 -1.39850 2.83128
H -0.05400 4.85411 2.04425
Mn 0.79024 -0.03742 -0.67494
O 2.54219 1.31116 -1.30016
C 0.77936 1.09268 1.88956
C 1.09395 -1.89252 -3.06338
H 3.84396 -1.29321 3.12716
Cl -5.87605 -1.06174 2.28474
H -4.70681 1.01299 -1.95372
C -5.25220 0.10892 -0.07707
H 1.38856 -3.90429 2.68215
H -0.92536 -0.97891 3.82376
C 1.38314 -3.07214 1.97188
H 0.47645 -2.90579 -4.84264
C 2.98309 -1.22817 3.79796
H 0.29831 -0.90393 5.09389
H -0.59394 3.01436 -1.17958
H -1.49579 -0.71532 0.24399
H -3.05613 -1.40669 2.01732
O 3.62443 2.02135 -3.14912
H 2.27398 -3.15488 1.34379
C 0.88287 1.78227 3.12809
H -6.30752 0.33623 -0.15737
O -0.83455 0.64998 -1.87670
C 2.24893 0.08887 -3.28362
O 0.18789 -2.26694 -0.93261
H 2.62223 0.82159 -5.24762
H -0.94418 4.54697 -0.32353
O -2.63020 1.09238 -3.13034
O 0.21031 -3.99478 -2.38122
C -0.00766 -1.44446 4.19365
C 2.18262 0.02321 -4.66006
H 0.64478 3.65970 4.11838
H -0.24785 -2.46925 4.48964
N 1.03413 -0.20111 1.66416
H 3.04409 -0.26810 4.31849
H 0.69117 4.17878 -0.89863
H 0.52631 -3.17814 1.30344
C 0.12394 3.07896 0.83373
N 0.38801 1.78169 0.78653
C 1.53481 -1.06026 -5.24016
C -2.54265 -0.47290 0.15048
C -0.21614 3.74715 -0.46804
C -3.41916 -0.86921 1.15109
C 0.18795 3.79937 2.02258
C 0.99195 -2.04869 -4.43213
C 0.42429 -2.82622 -2.04423
```